(1)
ORCA calculation (the ωB97M-V functional and the def2-TZVPD basis) on a cluster of 17 separate species, C41H86BBr32IN2O6P in total.

Values from the calculation:
Net charge = -1
Multiplicity = 1

XYZ file:
```
170
C41H86BBr32IN2O6P the ωB97M-V functional and the def2-TZVPD basis
C 1.832 0.376 -8.725
C 1.010 1.309 -7.618
C 2.056 2.312 -6.853
C 2.695 1.692 -5.456
N 2.359 2.601 -4.297
C 3.472 3.557 -3.941
I 4.856 4.267 -5.501
O 4.445 3.162 -2.869
B 4.690 4.397 -2.058
O 5.687 4.353 -0.970
C 6.658 5.463 -1.243
C 7.892 5.497 -0.114
C 7.745 4.285 1.003
O 9.182 5.411 -0.864
O 3.273 4.777 -1.718
C 2.653 4.717 -3.085
P 0.731 4.711 -3.119
N 0.169 3.492 -2.196
O 0.114 4.633 -4.779
O 0.215 6.246 -2.469
H 2.928 0.252 -8.268
H 1.301 -0.651 -8.928
H 1.933 0.920 -9.783
H 0.298 2.004 -8.277
H 0.315 0.684 -6.914
H 2.977 2.638 -7.530
H 1.468 3.304 -6.603
H 3.820 1.381 -5.541
H 2.094 0.678 -5.266
H 2.101 2.037 -3.436
H 5.024 5.384 -2.648
H 7.187 5.260 -2.293
H 6.161 6.528 -1.181
H 7.895 6.539 0.467
H 6.677 4.265 1.525
H 8.529 4.526 1.862
H 8.058 3.222 0.584
H 9.106 6.153 -1.560
H 3.029 5.712 -3.574
H -0.399 3.928 -1.408
H 0.653 5.337 -5.278
H 0.958 6.894 -2.735
Br 7.438 0.311 1.249
C 9.318 -0.165 1.039
C 10.041 -0.133 2.365
Br 10.428 1.697 2.915
H 9.739 0.520 0.298
H 9.310 -1.178 0.627
H 11.018 -0.618 2.282
H 9.478 -0.599 3.178
Br 5.400 -2.085 -2.547
C 5.961 -3.558 -1.399
C 7.136 -3.162 -0.536
Br 8.795 -3.154 -1.562
H 6.169 -4.410 -2.052
H 5.088 -3.785 -0.781
H 7.297 -3.897 0.258
H 7.032 -2.169 -0.089
Br -1.868 5.297 -0.686
C -3.602 4.977 0.146
C -3.512 3.903 1.204
Br -3.419 2.127 0.402
H -4.303 4.736 -0.659
H -3.884 5.935 0.592
H -4.416 3.890 1.819
H -2.638 4.005 1.853
Br -0.797 -0.420 -3.282
C -2.532 -0.740 -2.450
C -2.441 -1.815 -1.392
Br -2.348 -3.590 -2.194
H -3.232 -0.981 -3.255
H -2.814 0.218 -2.004
H -3.345 -1.828 -0.777
H -1.567 -1.712 -0.743
Br -3.576 3.200 5.870
C -3.180 1.727 4.655
C -4.421 1.273 3.923
Br -5.565 0.192 5.076
H -2.715 0.938 5.252
H -2.444 2.128 3.953
H -4.159 0.617 3.088
H -5.033 2.099 3.552
Br -7.226 6.296 -1.248
C -6.754 5.166 -2.766
C -7.340 3.781 -2.621
Br -6.324 2.716 -1.341
H -5.663 5.170 -2.840
H -7.175 5.673 -3.639
H -7.272 3.232 -3.564
H -8.379 3.783 -2.280
Br -9.421 -3.174 4.768
C -8.286 -3.555 6.308
C -6.894 -3.002 6.111
Br -5.854 -4.122 4.899
H -8.306 -4.638 6.459
H -8.780 -3.065 7.152
H -6.338 -3.012 7.053
H -6.883 -1.990 5.698
Br 8.330 -5.735 -3.807
C 7.231 -5.827 -5.416
C 6.024 -4.925 -5.306
Br 4.655 -5.714 -4.163
H 6.975 -6.879 -5.568
H 7.887 -5.497 -6.227
H 5.544 -4.802 -6.281
H 6.255 -3.939 -4.893
Br -5.165 -2.954 -4.672
C -4.395 -3.046 -6.462
C -3.086 -2.295 -6.534
Br -3.381 -0.369 -6.615
H -5.151 -2.668 -7.155
H -4.238 -4.112 -6.649
H -2.551 -2.540 -7.456
H -2.430 -2.482 -5.678
Br -8.063 0.593 2.363
C -9.162 0.501 0.754
C -10.370 1.403 0.864
Br -11.739 0.614 2.007
H -9.419 -0.551 0.603
H -8.507 0.831 -0.057
H -10.849 1.526 -0.111
H -10.139 2.389 1.278
Br -0.996 -1.879 5.550
C -0.592 -1.364 7.388
C -1.772 -1.614 8.297
Br -3.140 -0.242 8.072
H -0.276 -0.318 7.364
H 0.257 -1.989 7.677
H -1.472 -1.546 9.347
H -2.257 -2.579 8.125
Br 1.262 -2.151 11.253
C 0.634 -0.320 11.486
C -0.074 -0.149 12.810
Br -1.873 -0.900 12.750
H 0.004 -0.086 10.624
H 1.536 0.297 11.449
H -0.217 0.912 13.037
H 0.444 -0.628 13.645
Br -1.051 -5.318 13.578
C 0.829 -5.794 13.368
C 1.553 -5.763 14.694
Br 1.939 -3.932 15.245
H 1.251 -5.109 12.627
H 0.821 -6.807 12.957
H 2.530 -6.247 14.612
H 0.989 -6.228 15.508
Br -1.339 -1.214 -9.991
C -0.545 -2.243 -11.446
C -0.468 -3.712 -11.099
Br 0.999 -4.070 -9.865
H 0.430 -1.796 -11.658
H -1.207 -2.083 -12.301
H -0.244 -4.307 -11.988
H -1.379 -4.095 -10.631
Br -10.588 -4.478 8.687
C -10.026 -5.952 9.835
C -8.851 -5.556 10.698
Br -7.193 -5.547 9.671
H -9.818 -6.804 9.182
H -10.900 -6.179 10.453
H -8.690 -6.291 11.491
H -8.955 -4.563 11.144
Br 5.264 -0.515 -11.206
C 5.119 1.386 -10.796
C 6.248 1.841 -9.901
Br 5.954 1.284 -8.055
H 4.129 1.544 -10.360
H 5.168 1.890 -11.765
H 6.295 2.933 -9.864
H 7.224 1.450 -10.201
```

=====

(2)
ORCA calculation (the ωB97M-V functional and the def2-TZVPD basis) on a structure of composition C19H43O2P3SYb.

Values from the calculation:
Net charge = +3
<S²> = 0.751
Multiplicity = 2

XYZ file:
```
69
C19H43O2P3SYb the ωB97M-V functional and the def2-TZVPD basis
Yb 0.100 -0.178 1.051
P 0.609 -2.303 -0.504
P 2.852 0.034 2.033
P -2.371 0.605 0.210
H 1.930 3.124 0.326
C 0.866 3.248 0.571
C 0.429 3.294 1.842
H 1.105 3.227 2.704
C 1.289 -2.318 -2.167
C 1.711 -3.507 0.285
C -0.924 -3.279 -0.697
C 3.513 1.537 2.836
C 3.560 -1.223 3.164
C 4.073 -0.083 0.673
C -3.060 2.258 0.506
C -3.766 -0.501 0.597
C -2.444 0.586 -1.611
H 0.172 3.318 -0.278
H -0.635 3.413 2.089
H 1.342 -3.318 -2.601
H 2.267 -1.833 -2.234
H 0.536 -1.750 -2.699
H 1.698 -4.445 -0.287
H 1.356 -3.684 1.310
H 2.728 -3.089 0.291
H -0.687 -4.290 -1.058
H -1.609 -2.791 -1.409
H -1.409 -3.352 0.289
H 4.595 1.607 2.651
H 3.332 1.484 3.918
H 3.016 2.432 2.438
H 4.656 -1.252 3.081
H 3.147 -2.212 2.921
H 3.284 -0.980 4.199
H 5.086 -0.030 1.088
H 3.930 0.744 -0.031
H 3.949 -1.022 0.123
H -3.818 2.452 -0.266
H -2.256 3.007 0.443
H -3.518 2.278 1.505
H -4.618 -0.216 -0.041
H -4.024 -0.389 1.661
H -3.469 -1.545 0.398
H -3.463 0.881 -1.916
H -2.191 -0.401 -2.034
H -1.704 1.318 -1.975
C -0.732 0.606 -4.683
C -0.074 0.339 -5.898
C -0.044 1.363 -6.862
C -0.608 2.629 -6.581
C -1.379 2.809 -5.429
C -1.541 1.746 -4.537
O -0.518 -0.237 -3.619
H 0.332 -0.734 -3.804
H 0.419 -0.643 -6.006
H 0.437 1.164 -7.828
H -0.456 3.453 -7.286
H -1.865 3.769 -5.246
H -2.255 1.812 -3.724
C -1.508 -2.230 5.131
S -1.953 -0.865 3.997
C -1.126 0.459 4.913
O -1.081 -0.960 2.694
H -2.266 -2.226 5.934
H -0.515 -2.074 5.579
H -1.542 -3.190 4.597
H -0.048 0.388 4.702
H -1.550 1.417 4.566
H -1.296 0.345 5.993
```

=====

(3)
ORCA calculation (the ωB97M-V functional and the def2-TZVPD basis) on a cluster of 2 separate species, C9H14O in total.

Values from the calculation:
SMILES = Cc1ccc(O)cc1.CC
Multiplicity = 1

XYZ file:
```
24
C9H14O the ωB97M-V functional and the def2-TZVPD basis
C -0.861 -0.566 1.214
C 0.595 -0.125 1.193
C 1.282 0.005 2.397
C 2.627 0.362 2.414
C 3.294 0.358 1.205
O 4.650 0.553 1.217
C 2.627 0.261 -0.010
C 1.273 -0.054 -0.016
H -1.579 0.240 1.349
H -1.100 -1.113 2.128
H -0.992 -1.072 0.271
H 0.701 -0.037 3.310
H 3.222 0.505 3.305
H 5.055 0.376 0.357
H 3.209 0.278 -0.925
H 0.727 -0.086 -0.951
C -3.745 0.417 -2.380
C -2.459 -0.405 -2.225
H -3.688 1.344 -1.878
H -3.927 0.633 -3.428
H -4.607 -0.042 -1.900
H -2.020 -0.587 -3.207
H -1.643 0.107 -1.713
H -2.638 -1.354 -1.726
```

=====

The largest force on an atom results, record by record, are as follows: 5.05, 2.37, 1.39 eV/A.
The energy relative to the best compared isomer or geometry (same formula, charge and spin) results, record by record, are as follows: 134.6, 8.7, 14.0 kcal per mole.